# 1
Molecular formula: C39H36AsI2LiOPS
Method: DFT, ωB97M-V/def2-TZVPD

orbital gap = 6.56 eV
E_tot = -140437.8855 eV
charge = +1
maximum force = 0.0379 Eh/bohr

Element x y z (Å)
Li1 -15.266 -14.825 9.032
I1 -17.220 -14.540 11.557
C1 -18.696 -15.169 10.089
I2 -17.954 -15.862 8.129
H1 -19.265 -14.279 9.823
H2 -19.276 -15.942 10.531
C2 -12.968 -15.040 5.184
C3 -12.805 -14.991 3.688
As1 -10.848 -14.904 3.155
C4 -9.854 -13.815 4.483
C5 -9.257 -14.341 5.631
C6 -8.233 -13.674 6.282
C7 -7.845 -12.421 5.833
C8 -8.464 -11.802 4.755
C9 -9.460 -12.508 4.070
C10 -10.322 -16.701 3.849
C11 -8.970 -16.957 4.102
C12 -8.564 -18.173 4.635
C13 -9.484 -19.144 4.961
C14 -10.813 -18.879 4.725
C15 -11.205 -17.741 4.065
P1 -14.737 -14.975 5.880
C16 -15.589 -16.118 4.785
C17 -16.087 -15.782 3.491
C18 -16.795 -16.696 2.753
C19 -17.165 -17.894 3.322
C20 -16.738 -18.248 4.588
C21 -15.946 -17.355 5.300
C22 -15.310 -13.378 5.314
C23 -16.703 -13.143 5.283
C24 -17.204 -11.892 4.931
C25 -16.337 -10.847 4.565
C26 -14.995 -11.087 4.520
C27 -14.476 -12.315 4.903
H3 -12.438 -14.239 5.690
H4 -12.539 -15.978 5.607
H5 -13.148 -14.089 3.199
H6 -13.305 -15.856 3.201
H7 -9.624 -15.286 5.992
H8 -7.717 -14.098 7.163
H9 -7.062 -11.872 6.378
H10 -8.218 -10.805 4.417
H11 -9.894 -12.079 3.179
H12 -8.259 -16.170 3.924
H13 -7.527 -18.366 4.818
H14 -9.151 -20.066 5.393
H15 -11.577 -19.577 5.052
H16 -12.234 -17.688 3.690
H17 -15.829 -14.781 3.143
H18 -17.187 -16.455 1.776
H19 -17.747 -18.594 2.724
H20 -16.899 -19.236 5.022
H21 -15.609 -17.610 6.305
H22 -17.383 -13.931 5.594
H23 -18.280 -11.633 4.926
H24 -16.782 -9.893 4.283
H25 -14.325 -10.331 4.129
H26 -13.434 -12.431 4.980
O1 -13.606 -14.476 9.895
S1 -12.545 -15.225 10.720
C28 -11.037 -14.246 10.523
C29 -11.071 -13.067 9.841
C30 -9.919 -12.288 9.749
C31 -8.727 -12.781 10.210
C32 -8.660 -14.089 10.783
C33 -9.853 -14.766 11.031
C34 -12.874 -14.801 12.389
C35 -12.451 -15.734 13.323
C36 -12.561 -15.430 14.681
C37 -13.016 -14.189 15.068
C38 -13.555 -13.334 14.126
C39 -13.446 -13.621 12.777
H27 -11.973 -12.752 9.290
H28 -9.982 -11.296 9.281
H29 -7.845 -12.178 10.071
H30 -7.719 -14.439 11.161
H31 -9.874 -15.783 11.503
H32 -11.995 -16.659 13.002
H33 -12.231 -16.195 15.370
H34 -13.002 -13.925 16.119
H35 -14.005 -12.428 14.497
H36 -13.694 -12.864 12.042

# 2
Molecular formula: C39H36Br2Cl2CoN10O3
Method: DFT, ωB97M-V/def2-TZVPD

orbital gap (spin up / spin down) = 6.27 / 3.92 eV
E_tot = -264824.4168 eV
charge = +1
multiplicity = 5
⟨S²⟩ = 6.040
maximum force = 0.0388 Eh/bohr

Element x y z (Å)
Co1 1.236 0.505 0.623
Br1 5.627 -0.123 2.686
C1 4.914 -1.164 1.283
C2 5.526 -2.345 0.880
C3 4.979 -3.116 -0.124
Br2 5.885 -4.695 -0.670
C4 3.733 -2.781 -0.710
C5 3.041 -3.545 -1.670
C6 1.789 -3.146 -2.067
C7 1.236 -1.977 -1.530
N1 1.880 -1.212 -0.683
C8 3.105 -1.588 -0.274
C9 3.727 -0.707 0.682
O1 3.168 0.402 0.963
H1 6.431 -2.666 1.372
H2 3.481 -4.450 -2.061
H3 1.229 -3.736 -2.777
H4 0.236 -1.669 -1.795
Cl1 -2.500 -3.961 5.943
C10 -3.515 -2.895 5.030
C11 -4.711 -2.451 5.560
C12 -5.523 -1.614 4.811
C13 -5.125 -1.198 3.552
C14 -3.921 -1.636 3.030
Cl2 -3.371 -1.009 1.514
C15 -3.101 -2.525 3.738
N2 -1.894 -2.982 3.263
C16 -1.612 -3.502 2.021
C17 -2.623 -3.905 1.144
C18 -2.302 -4.437 -0.086
C19 -0.971 -4.605 -0.446
C20 0.036 -4.253 0.434
C21 -0.259 -3.691 1.667
C22 0.818 -3.205 2.569
C23 0.756 -1.633 2.688
O2 0.972 -1.129 3.769
O3 0.464 -1.056 1.594
H5 -5.008 -2.773 6.545
H6 -6.465 -1.276 5.213
H7 -5.738 -0.522 2.979
H8 -1.222 -3.192 3.991
H9 -3.656 -3.834 1.442
H10 -3.085 -4.757 -0.756
H11 -0.731 -5.033 -1.408
H12 1.070 -4.439 0.177
H13 1.800 -3.466 2.170
H14 0.750 -3.599 3.585
N3 -1.522 3.421 -0.849
C24 -1.179 2.240 -0.294
N4 0.109 2.013 -0.333
C25 0.671 3.123 -0.936
C26 1.996 3.428 -1.227
C27 2.245 4.649 -1.817
C28 1.216 5.537 -2.149
C29 -0.107 5.238 -1.894
C30 -0.360 4.023 -1.273
H15 -2.446 3.821 -0.878
H16 -1.909 1.565 0.110
H17 2.778 2.715 -1.017
H18 3.264 4.933 -2.027
H19 1.462 6.479 -2.616
H20 -0.906 5.913 -2.159
C31 -0.587 3.263 -5.843
C32 -1.506 2.066 -5.602
C33 -2.415 2.308 -4.398
C34 -0.681 0.775 -5.452
N5 0.293 0.858 -4.403
C35 0.143 0.674 -3.076
N6 1.307 0.863 -2.501
N7 2.154 1.165 -3.477
N8 1.575 1.163 -4.603
H21 -1.172 4.138 -6.113
H22 0.104 3.059 -6.657
H23 -0.003 3.499 -4.954
H24 -2.137 1.917 -6.485
H25 -1.832 2.579 -3.518
H26 -3.008 1.425 -4.165
H27 -3.095 3.125 -4.623
H28 -0.132 0.590 -6.378
H29 -1.342 -0.071 -5.239
H30 -0.777 0.414 -2.596
C36 -0.873 1.335 3.619
C37 0.298 2.149 3.223
N9 1.150 1.883 2.254
C38 2.116 2.850 2.289
C39 1.831 3.728 3.286
N10 0.678 3.274 3.865
H31 -1.189 0.718 2.779
H32 -1.696 1.956 3.966
H33 -0.569 0.659 4.418
H34 2.952 2.819 1.622
H35 2.329 4.620 3.605
H36 0.217 3.692 4.656

# 3
Molecular formula: C39H36Cl2I2N5O4PRuS
Method: DFT, ωB97M-V/def2-TZVPD

orbital gap (spin up / spin down) = 6.98 / 6.70 eV
E_tot = -120613.3993 eV
charge = +1
multiplicity = 2
⟨S²⟩ = 0.760
maximum force = 0.0125 Eh/bohr

Element x y z (Å)
Ru1 -0.550 0.519 -1.568
O1 -1.837 2.389 -3.395
N1 -2.166 1.188 -2.803
C1 -3.026 0.492 -3.429
C2 -3.618 -0.790 -3.047
C3 -4.793 -1.103 -3.738
C4 -5.480 -2.278 -3.499
C5 -4.985 -3.183 -2.573
C6 -3.814 -2.894 -1.894
C7 -3.126 -1.702 -2.109
P1 -1.577 -1.460 -1.196
C8 -0.662 -2.966 -1.671
C9 -0.348 -4.006 -0.803
C10 0.352 -5.114 -1.266
C11 0.734 -5.195 -2.595
C12 0.403 -4.168 -3.472
C13 -0.290 -3.061 -3.015
C14 -1.994 -1.665 0.554
C15 -0.961 -1.885 1.467
C16 -1.232 -1.972 2.823
C17 -2.535 -1.836 3.281
C18 -3.564 -1.598 2.379
C19 -3.295 -1.503 1.021
H1 -1.915 2.303 -4.358
H2 -3.440 0.916 -4.344
H3 -5.171 -0.406 -4.476
H4 -6.390 -2.492 -4.042
H5 -5.500 -4.117 -2.390
H6 -3.417 -3.614 -1.188
H7 -0.660 -3.979 0.233
H8 0.589 -5.919 -0.582
H9 1.279 -6.058 -2.952
H10 0.686 -4.231 -4.515
H11 -0.526 -2.254 -3.697
H12 0.061 -1.985 1.121
H13 -0.424 -2.149 3.522
H14 -2.749 -1.917 4.339
H15 -4.582 -1.486 2.731
H16 -4.106 -1.302 0.333
I1 4.457 2.724 -3.297
C20 2.834 3.728 -2.470
C21 2.879 5.123 -2.307
C22 1.805 5.792 -1.799
I2 1.939 7.874 -1.622
C23 0.628 5.094 -1.420
C24 -0.547 5.721 -0.963
C25 -1.654 4.969 -0.685
C26 -1.575 3.580 -0.819
N2 -0.487 2.944 -1.193
C27 0.607 3.679 -1.539
C28 1.732 2.994 -2.099
O2 1.683 1.663 -2.209
H17 3.771 5.660 -2.600
H18 -0.569 6.798 -0.860
H19 -2.580 5.421 -0.360
H20 -2.442 2.973 -0.593
C29 4.165 -1.925 4.464
C30 2.853 -1.255 4.084
N3 2.972 0.185 3.898
C31 3.236 1.000 5.090
C32 4.649 1.563 5.116
C33 2.704 0.851 2.753
O3 2.622 2.067 2.690
C34 2.509 0.065 1.483
C35 3.407 -0.862 0.972
C36 3.156 -1.418 -0.274
C37 2.016 -1.052 -0.962
N4 1.153 -0.159 -0.470
C38 1.413 0.403 0.709
H21 4.017 -2.999 4.585
H22 4.550 -1.533 5.405
H23 4.927 -1.766 3.699
H24 2.111 -1.433 4.870
H25 2.451 -1.696 3.173
H26 3.051 0.368 5.959
H27 2.513 1.816 5.108
H28 5.393 0.767 5.083
H29 4.805 2.138 6.029
H30 4.805 2.225 4.266
H31 4.296 -1.131 1.528
H32 3.836 -2.129 -0.723
H33 1.776 -1.473 -1.930
H34 0.748 1.182 1.054
O4 0.805 2.071 -4.592
S1 1.264 0.898 -3.859
N5 0.108 0.004 -3.266
Cl1 -1.687 1.581 1.707
C39 -3.262 1.795 2.499
Cl2 -4.542 2.043 1.305
H35 -3.198 2.664 3.141
H36 -3.478 0.891 3.052